A molecular structure, C27H34N3, computed with ωB97M-V/def2-TZVPD.

Positions of all 64 atoms, in Å:
C 6.6374 -1.3718 2.3501
N 6.0992 -1.9873 1.1545
C 7.0864 -2.2739 0.1310
C 4.7702 -2.2339 0.9862
C 4.2877 -2.9245 -0.1595
C 2.9280 -3.0896 -0.3749
C 1.9792 -2.6155 0.5622
C 0.5427 -2.6014 0.2870
C 0.0837 -2.5569 -1.0173
C -1.2996 -2.4843 -1.4342
C -1.7345 -3.2633 -2.6669
C -3.0676 -3.6930 -2.7797
C -3.5313 -4.2867 -3.9499
C -2.6673 -4.4775 -5.0423
C -1.3205 -4.1216 -4.9081
C -0.8460 -3.5441 -3.7249
C -0.3875 -2.6061 1.4448
C -1.4792 -1.7409 1.4579
C -2.3467 -1.6294 2.5181
C -2.1542 -2.4525 3.6583
N -2.9881 -2.3402 4.7285
C -3.0779 -3.3617 5.7478
C -3.8362 -1.1816 4.9186
C -1.0636 -3.3723 3.6552
C -0.1803 -3.4038 2.5939
C 2.4690 -2.0056 1.7406
C 3.8203 -1.7932 1.9414
H 6.0878 -1.6900 3.2395
H 7.6847 -1.6775 2.4423
H 6.6054 -0.2739 2.2927
H 6.6653 -2.1645 -0.8757
H 7.9154 -1.5668 0.2520
H 7.4905 -3.2945 0.2316
H 5.0022 -3.3185 -0.8858
H 2.5933 -3.5931 -1.2835
H 0.8308 -2.6366 -1.8237
H -2.0760 -2.5638 -0.6584
H -3.7383 -3.6028 -1.9175
H -4.5864 -4.5804 -4.0324
H -3.0542 -4.8557 -5.9923
H -0.6324 -4.2681 -5.7491
H 0.2161 -3.3322 -3.6290
H -1.6242 -1.1052 0.5899
H -3.1904 -0.9369 2.4688
H -2.8134 -4.3406 5.3312
H -2.4060 -3.1504 6.5929
H -4.1063 -3.3963 6.1215
H -3.4384 -0.3189 4.3683
H -4.8636 -1.3730 4.5691
H -3.8749 -0.9299 5.9851
H -0.9164 -4.0258 4.5199
H 0.6975 -4.0592 2.6489
H 1.7655 -1.6323 2.4784
H 4.1417 -1.2643 2.8364
C -1.2603 -0.3115 -2.9130
N -1.8253 -0.6743 -1.6072
C -1.7484 0.5647 -0.7775
H -1.3736 -1.1278 -3.6185
H -1.7943 0.5730 -3.2927
H -0.1936 -0.1017 -2.7823
H -2.8241 -0.9100 -1.6944
H -2.2465 0.4911 0.1829
H -0.7045 0.8452 -0.6133
H -2.2423 1.3748 -1.3311

E_LUMO = -3.209 eV
Total charge = +1
E_HOMO = -9.6 eV
HOMO-LUMO gap = 6.4 eV

***

A molecular structure, C27H34N6O3Pd, computed with ωB97M-V/def2-TZVPD.

Positions of all 71 atoms, in Å:
Pd 0.3904 0.5224 -0.0057
C 5.4252 0.7587 -1.5025
O 4.3135 1.6244 -1.8612
C 3.1917 1.4204 -1.2167
O 2.9434 0.5583 -0.4008
N 2.2383 2.3311 -1.5974
N 0.9988 2.2893 -0.9457
H 6.2153 1.0174 -2.1967
H 5.1296 -0.2809 -1.6119
H 5.7257 0.9673 -0.4792
H 2.4602 3.1497 -2.1427
H 0.2883 2.6246 -1.5910
H 0.9876 2.9329 -0.1541
N 1.9993 -2.5596 -2.5099
C 1.2658 -1.6142 -1.9436
O 1.1581 -1.5076 -0.7106
C 0.5312 -0.5961 -2.7715
C -0.4540 0.0954 -1.8642
H 2.4709 -3.2267 -1.9172
H 2.0200 -2.6957 -3.5068
H -0.0308 -1.0514 -3.5954
H 1.2372 0.0960 -3.2372
H -1.2424 -0.5399 -1.4600
H -0.8540 0.9931 -2.3149
C -0.2488 -1.9327 6.3776
C 0.2885 -0.5450 6.5852
C 0.4057 0.0018 7.8569
C 0.9012 1.2819 8.0566
C 1.3188 2.0359 6.9726
C 1.2299 1.5132 5.6904
C 0.6933 0.2438 5.5033
N 0.5889 -0.3475 4.2085
C 0.2781 0.2450 3.0464
N -0.2752 1.4687 3.1385
C -0.9811 2.1333 2.1347
C -0.9728 1.7677 0.7960
C -1.8694 2.3717 -0.0908
C -2.7115 3.3766 0.3447
C -2.6526 3.8029 1.6636
C -1.8127 3.1915 2.5703
C -1.8030 3.6056 4.0166
N 0.4378 -0.3700 1.8738
C 1.0808 -1.6683 1.9865
C 0.2689 -2.7841 1.8140
C 0.8021 -4.0586 1.8842
C 2.1601 -4.2083 2.1303
C 2.9580 -3.0895 2.3230
C 2.4445 -1.7951 2.2735
C 3.3405 -0.6325 2.5928
H -0.6311 -2.3382 7.3113
H 0.5254 -2.6229 6.0257
H -1.0630 -1.9456 5.6499
H 0.0907 -0.5903 8.7070
H 0.9732 1.6816 9.0587
H 1.7316 3.0250 7.1180
H 1.6202 2.0833 4.8564
H 0.7940 -1.3344 4.1460
H -0.4506 1.7769 4.0837
H -1.9693 2.0502 -1.1160
H -3.4141 3.8220 -0.3464
H -3.2947 4.6051 2.0033
H -2.4170 4.4905 4.1633
H -0.7957 3.8447 4.3672
H -2.2090 2.8224 4.6647
H -0.7843 -2.6370 1.6071
H 0.1647 -4.9223 1.7525
H 2.5972 -5.1960 2.1941
H 4.0102 -3.2176 2.5459
H 4.3829 -0.9184 2.4647
H 3.2225 -0.3106 3.6311
H 3.1454 0.2256 1.9523

E_LUMO = -7.652 eV
Total charge = +2
E_HOMO = -13.4 eV
HOMO-LUMO gap = 5.7 eV

***

A molecular structure, C27H34N6O4PSV, computed with ωB97M-V/def2-TZVPD.

Positions of all 74 atoms, in Å:
V 1.2340 1.1600 0.2398
N 3.1126 2.2824 0.5820
N 3.4400 3.0375 -0.5546
C 2.7377 2.8745 -1.6964
N 3.0885 3.5870 -2.7501
N 1.7275 1.9812 -1.6326
N 0.9087 1.6925 -2.6793
O -0.9009 3.3344 2.3973
O 1.1278 2.2149 -3.7412
H 2.9097 2.9139 1.3549
H 3.8885 1.6716 0.8272
H 4.2447 3.6447 -0.5194
H 3.8256 4.2726 -2.6994
H 2.5588 3.4705 -3.6022
O 0.3670 2.7272 0.6728
C -0.8144 2.9675 1.2564
C -2.0028 2.7777 0.3596
C -2.9456 3.7962 0.3310
C -4.0617 3.6914 -0.4860
C -4.2576 2.5501 -1.2484
C -3.3425 1.5084 -1.1901
C -2.2004 1.6169 -0.4011
P -1.1067 0.1938 -0.1290
C -1.8108 -0.6124 1.3459
C -1.0872 -1.6132 1.9980
C -1.6269 -2.2755 3.0894
C -2.8944 -1.9372 3.5491
C -3.6162 -0.9394 2.9120
C -3.0801 -0.2788 1.8143
C -1.3857 -0.9742 -1.4956
C -1.3620 -0.5162 -2.8162
C -1.4944 -1.4104 -3.8671
C -1.6443 -2.7688 -3.6148
C -1.6796 -3.2275 -2.3064
C -1.5551 -2.3357 -1.2489
H -2.7923 4.6710 0.9488
H -4.7821 4.4974 -0.5191
H -5.1342 2.4581 -1.8754
H -3.5326 0.6026 -1.7507
H -0.1002 -1.8887 1.6436
H -1.0659 -3.0645 3.5742
H -3.3186 -2.4549 4.3991
H -4.6033 -0.6732 3.2654
H -3.6592 0.4951 1.3284
H -1.2527 0.5377 -3.0266
H -1.4907 -1.0429 -4.8848
H -1.7535 -3.4639 -4.4366
H -1.8253 -4.2803 -2.1029
H -1.6132 -2.7086 -0.2349
C -0.9846 1.1159 4.9326
C 0.3499 0.3809 4.7481
C 0.8221 0.4915 3.3765
N 1.1780 0.5985 2.2915
H -1.2966 1.0107 5.9692
H -1.7504 0.6830 4.2909
H -0.8892 2.1718 4.6915
H 0.2517 -0.6849 4.9665
H 1.1306 0.7836 5.3964
C 3.4691 -4.2328 -0.2910
C 3.5260 -2.7403 0.0053
S 1.9907 -1.9209 -0.4277
O 2.3529 -0.4206 -0.2588
C 1.9166 -2.1559 -2.2058
C 3.1421 -1.6896 -2.9684
H 4.3447 -4.7132 0.1416
H 3.4763 -4.4335 -1.3613
H 2.5867 -4.6998 0.1478
H 4.3242 -2.2247 -0.5285
H 3.6394 -2.5441 1.0723
H 1.0146 -1.6108 -2.4934
H 1.6978 -3.2181 -2.3386
H 3.3976 -0.6622 -2.7089
H 2.9235 -1.7218 -4.0350
H 4.0082 -2.3256 -2.7920

E_LUMO (alpha / beta) = -5.901 / -5.571 eV
Multiplicity = 3
Total charge = +2
E_HOMO (alpha / beta) = -14.0 / -13.9 eV
HOMO-LUMO gap (alpha / beta) = 8.1 / 8.3 eV

***

4 unconnected molecules or ions with the total composition C27H34N7O8, computed with ωB97M-V/def2-TZVPD.

Positions of all 76 atoms, in Å:
C -4.7365 4.1179 -4.2015
C -3.5598 3.5061 -4.2120
N -2.7484 3.4333 -2.9936
C -1.5565 2.7639 -3.1935
N -0.6556 3.0999 -4.1875
N -1.2767 1.7272 -2.3218
N -0.9510 0.6218 -3.1712
C -0.1347 2.0956 -1.4342
C -0.2896 1.5310 -0.0413
C -1.5826 1.9579 0.6721
C -1.2830 2.5379 2.0353
O -1.7727 3.5833 2.4360
O -0.4200 1.7855 2.7743
C 0.5210 2.5615 3.5202
C 1.6312 3.1193 2.6579
H -5.1323 4.4947 -3.2743
H -5.2852 4.2537 -5.1127
H -3.1912 3.0398 -5.1108
H -2.4759 4.4095 -2.8320
H 0.1111 3.7149 -3.9947
H -0.7712 2.7063 -5.1003
H 0.0056 0.6890 -3.5346
H -1.5752 0.5979 -3.9724
H 0.8117 1.7625 -1.8516
H -0.0560 3.1787 -1.3530
H 0.5655 1.8909 0.5173
H -0.2102 0.4516 -0.0709
H -2.1735 1.0645 0.8463
H -2.1784 2.6603 0.1081
H 0.0457 3.3549 4.0836
H 0.9588 1.8816 4.2391
H 2.0558 2.3287 2.0446
H 2.4363 3.5003 3.2694
H 1.2498 3.8924 1.9965
C -0.0241 -3.0403 2.0705
C -0.2638 -4.2887 1.5115
C -1.4871 -4.5640 0.9209
C -2.4540 -3.5761 0.9002
C -2.2376 -2.3319 1.4606
C -1.0112 -2.0638 2.0481
N -3.7468 -3.8516 0.2547
O -3.9181 -4.9562 -0.2114
O -4.5598 -2.9518 0.2204
H 0.9339 -2.8306 2.5260
H 0.5058 -5.0479 1.5333
H -1.6787 -5.5320 0.4826
H -3.0122 -1.5794 1.4412
H -0.8236 -1.0930 2.4895
C -1.6134 -8.1408 6.1374
C -1.6444 -7.3039 5.0296
C -0.7282 -6.2721 4.9137
C 0.2102 -6.0981 5.9145
C 0.2533 -6.9165 7.0274
C -0.6684 -7.9447 7.1356
N 1.1958 -5.0154 5.7865
O 1.1223 -4.3025 4.8045
O 2.0224 -4.8947 6.6613
H -2.3277 -8.9485 6.2229
H -2.3824 -7.4564 4.2545
H -0.7486 -5.6163 4.0556
H 0.9918 -6.7602 7.7992
H -0.6477 -8.5951 7.9985
C 5.6873 5.0170 -5.8589
C 4.5873 4.5647 -6.5768
C 3.6851 3.6964 -5.9883
C 3.9016 3.2973 -4.6799
C 4.9951 3.7319 -3.9507
C 5.8920 4.5984 -4.5504
N 2.9432 2.3936 -4.0424
O 1.9875 2.0047 -4.6980
O 3.1323 2.0757 -2.8884
H 6.3883 5.6980 -6.3216
H 4.4334 4.8894 -7.5959
H 2.8318 3.3386 -6.5444
H 5.1498 3.4039 -2.9339
H 6.7511 4.9488 -3.9966

E_LUMO = -5.723 eV
Total charge = +1
E_HOMO = -11.4 eV
HOMO-LUMO gap = 5.7 eV

***

Record-wise ΔE to the lowest compared entry with this formula, charge and spin values, in kJ/mol: 246.39 1.02 0.00 0.00
Record-wise energy values, in eV: -33013.2370 -47099.4612 -91480.9234 -55342.5790